Below is C17H23N5O2STi as an isolated structure in a non-equilibrium geometry, with properties calculated with wB97M-V/def2-TZVPD.

The geometry in XYZ format:
```
49
Properties=species:S:1:pos:R:3:nbo_charge:R:1
N 0.1258 2.2327 -0.7558 -0.602
C 0.1834 3.3881 -0.7739 0.642
C 0.2564 4.8531 -0.7954 -0.757
H -0.7490 5.2663 -0.8665 0.321
H 0.8430 5.1768 -1.6543 0.323
H 0.7290 5.2073 0.1201 0.310
N 1.8629 -1.2070 -1.0908 -0.548
C 2.8193 -1.8298 -1.2812 0.637
C 4.0323 -2.6191 -1.5211 -0.755
H 4.6357 -2.1362 -2.2887 0.322
H 3.7562 -3.6194 -1.8527 0.321
H 4.6081 -2.6900 -0.5988 0.316
N -1.9853 -1.0072 -0.7549 -0.598
C -3.0194 -1.5256 -0.7732 0.643
C -4.3304 -2.1830 -0.7951 -0.757
H -4.3370 -3.0046 -0.0796 0.312
H -4.5278 -2.5705 -1.7939 0.323
H -5.1025 -1.4631 -0.5264 0.320
Ti 0.0266 -0.0104 -0.5696 1.193
C 0.0553 -1.7341 0.7840 0.405
O 0.0716 -2.6224 1.4987 -0.308
C 1.6151 0.6601 0.7836 0.403
O 2.4335 1.0056 1.4985 -0.316
C 0.4881 1.3022 -3.9050 -0.221
C -0.8729 1.3697 -3.7854 -0.184
C -1.6007 0.2470 -3.7868 -0.172
C -0.9838 -0.9685 -3.9039 -0.205
C 0.3475 -1.0340 -4.0213 -0.198
C 1.0919 0.1137 -4.0202 -0.124
H 1.0819 2.2028 -3.9297 0.248
H -1.3710 2.3242 -3.7140 0.249
H -2.6754 0.3124 -3.7164 0.249
H -1.5634 -1.8782 -3.9272 0.248
H 0.8223 -1.9959 -4.1380 0.247
H 2.1639 0.0731 -4.1359 0.238
C 0.1297 1.5691 5.0728 -0.458
N 0.5037 1.1620 3.7337 -0.438
C 0.0266 -0.0104 3.0504 0.280
S 0.0266 -0.0104 1.4304 0.500
N -0.6219 -1.0873 3.7410 -0.463
C -0.2737 -1.5361 5.0724 -0.457
H -0.6249 0.9095 5.5341 0.253
H -0.3386 2.5745 5.0240 0.279
H 1.0352 1.6302 5.7118 0.283
H 1.0424 1.8644 3.2105 0.447
H -1.3013 -1.6712 3.2322 0.447
H -1.1590 -1.4621 5.7378 0.276
H 0.0447 -2.5984 5.0223 0.276
H 0.5802 -0.9703 5.4953 0.250
```

Values from the calculation:
total energy: -63448.010 eV
total charge: +4
energy relative to the best compared isomer or geometry (same formula, charge and spin): 177.5 kJ/mol